The following is a DFT calculation (ωB97M-V/def2-TZVPD) of a 7-piece molecular cluster, C2H20NO7 overall.

Bonds (Å) are listed after each position.
Positions of all 30 atoms, in Å:
1 C 1.055 0.447 1.979  O2 1.423, C3 1.533, H5 1.136, H6 1.111
2 O 1.192 1.015 0.681  C1 1.423, H7 0.997
3 C -0.345 -0.177 2.038  C1 1.533, N4 1.583, H8 1.179, H9 1.098
4 N -1.312 0.716 1.158  C3 1.583, H10 1.015, H11 1.020, H12 1.082
5 H 1.330 1.208 2.776  C1 1.136
6 H 1.624 -0.486 2.177  C1 1.111
7 H 1.759 0.370 0.174  O2 0.997
8 H -0.370 -1.065 1.263  C3 1.179
9 H -0.810 -0.216 3.033  C3 1.098
10 H -2.284 0.568 1.406  N4 1.015
11 H -1.155 0.296 0.242  N4 1.020
12 H -0.980 1.746 1.155  N4 1.082
13 H -4.049 -1.218 1.764  O15 0.966
14 H -4.234 -0.979 0.274  O15 0.959
15 O -3.917 -0.554 1.074  H13 0.966, H14 0.959
16 H 0.322 0.281 -2.280  O18 0.959
17 H 1.048 1.100 -3.292  O18 0.972
18 O 0.261 0.537 -3.202  H16 0.959, H17 0.972
19 H -0.687 1.759 -1.228  O21 0.963
20 H -1.971 2.547 -1.409  O21 0.982
21 O -1.270 2.357 -0.749  H19 0.963, H20 0.982
22 H -0.237 -3.107 -0.918  O24 0.961
23 H -1.221 -1.804 -1.013  O24 0.951
24 O -0.748 -2.499 -1.459  H22 0.961, H23 0.951
25 H 3.708 1.946 -1.423  O27 0.962
26 H 3.081 1.783 -0.002  O27 0.965
27 O 3.417 1.303 -0.769  H25 0.962, H26 0.965
28 H 2.251 -3.179 -0.772  O30 0.991
29 H 2.487 -2.868 0.680  O30 0.968
30 O 1.775 -2.832 0.025  H28 0.991, H29 0.968

The calculation puts the largest force on an atom at 3.0 eV/A. The charge is +1. The lowest unoccupied orbital energy is -3.23 eV. As for the HOMO-LUMO gap: 11.26 eV. The relative energy (zero: lowest compared OMol25 entry of this formula, charge and spin) comes out at 144.2 kJ/mol.

Computed Mulliken charges, given in elementary charges: -0.43 -0.51 -0.32 -0.18 0.35 0.26 0.40 0.16 0.41 0.31 0.12 0.40 0.33 0.32 -0.67 0.25 0.36 -0.61 0.30 0.32 -0.63 0.32 0.27 -0.58 0.31 0.35 -0.62 0.34 0.29 -0.60